C28H19BrFeN5O6 as an isolated structure at a distorted geometry, computed with wB97M-V/def2-TZVPD.

ORCA input file:
```
! wB97M-V def2-TZVPD RIJCOSX def2/J DEFGRID3
* xyz 0 2
Fe 0.5448 -1.0293 0.8378
O -1.9945 -0.8659 -2.2268
C -1.3782 -0.9416 -1.1874
O -0.0913 -0.8505 -1.0120
C -2.1281 -1.1763 0.1165
C -3.4833 -1.3681 0.3039
C -3.9390 -1.5753 1.6034
C -3.0523 -1.5761 2.6771
C -1.7117 -1.3770 2.4096
N -1.3125 -1.1973 1.1596
C -0.5480 -1.3247 3.3894
O -0.7664 -1.3852 4.5775
O 0.6017 -1.2000 2.7909
H -4.1434 -1.3543 -0.5516
H -4.9938 -1.7375 1.7806
H -3.3716 -1.7204 3.6993
C 1.7335 8.7599 -7.1741
O 3.0059 8.4016 -6.6724
C 3.0568 7.4936 -5.6602
C 4.3303 7.0616 -5.2947
C 4.4780 6.1403 -4.2810
C 3.3645 5.6308 -3.6079
C 2.0980 6.0733 -3.9749
C 1.9399 7.0027 -4.9928
N 3.6173 4.6578 -2.6226
N 2.6293 4.3128 -1.9477
C 2.6671 3.0441 -1.3515
C 3.6360 2.0922 -1.6057
C 3.5844 0.8004 -1.0571
C 2.5273 0.4290 -0.2562
O 2.3838 -0.7802 0.2991
C 1.5433 1.3996 0.0286
N 0.5430 0.9589 0.8407
C -0.3914 1.8098 1.2039
C -0.3953 3.1455 0.7753
C 0.5901 3.5975 -0.0665
C 1.6099 2.7113 -0.4661
H 1.9196 9.3643 -8.0577
H 1.1725 9.3488 -6.4433
H 1.1563 7.8749 -7.4534
H 5.1833 7.4628 -5.8249
H 5.4577 5.7877 -3.9864
H 1.2324 5.6830 -3.4584
H 0.9467 7.3377 -5.2538
H 4.4451 2.3873 -2.2604
H 4.3456 0.0586 -1.2578
H -1.1686 1.4276 1.8544
H -1.1861 3.8020 1.1080
H 0.6010 4.6169 -0.4249
Br 1.5639 -7.5765 0.7945
C 1.2589 -5.7208 0.7586
C 0.2414 -5.2005 -0.0242
C 0.0568 -3.8328 -0.0190
N 0.8103 -3.0038 0.7050
C 1.7871 -3.5178 1.4582
C 2.0509 -4.8718 1.5130
H -0.3921 -5.8356 -0.6246
H -0.7096 -3.3813 -0.6334
H 2.3557 -2.8098 2.0442
H 2.8466 -5.2480 2.1378
*
```

## Properties
HOMO level (spin up / spin down) = -7.41 / -7.44 eV
orbital gap (spin up / spin down) = 6.88 / 6.60 eV
<S²> = 0.766
energy relative to the best compared isomer or geometry (same formula, charge and spin) = 0.0 kJ/mol
molecular weight = 657.2 g/mol
LUMO (spin up / spin down) = -0.52 / -0.84 eV
calculated total energy = -5641.4275 hartree

C28H19BrN8O2Pb as an isolated structure, computed with wB97M-V/def2-TZVPD.

ORCA input file:
```
! wB97M-V def2-TZVPD RIJCOSX def2/J DEFGRID3
* xyz 0 1
Pb 0.0472 -0.2434 -0.9808
O 4.0622 -1.3098 4.7442
C 4.6152 -1.0333 3.6634
O 5.7699 -1.1769 3.2334
C 3.6375 -0.4052 2.6230
C 4.0287 -0.1921 1.3123
C 3.0790 0.1611 0.3670
N 1.7906 0.3348 0.6971
C 1.4193 0.2081 1.9788
C 2.3131 -0.1892 2.9569
C -0.0187 0.4447 2.2831
C -0.4763 0.5931 3.5881
C -1.8324 0.7302 3.8202
C -2.7053 0.7503 2.7427
C -2.1711 0.6378 1.4752
N -0.8652 0.4746 1.2485
C 3.4314 0.3238 -1.0747
C 4.7334 0.5956 -1.4815
C 5.0044 0.7169 -2.8327
C 3.9748 0.5599 -3.7485
C 2.7072 0.3027 -3.2629
N 2.4397 0.1927 -1.9607
H 5.0705 -0.3657 1.0707
H 2.0221 -0.3861 3.9814
H 0.2253 0.6098 4.4103
H -2.2027 0.8226 4.8332
H -3.7737 0.8509 2.8794
H -2.8098 0.6775 0.6008
H 5.5151 0.7285 -0.7470
H 6.0109 0.9366 -3.1659
H 4.1468 0.6365 -4.8135
H 1.8633 0.1816 -3.9357
N -1.3457 -3.3250 3.0073
C -0.2902 -2.9800 2.2514
N -0.7084 -2.5672 1.0793
C -2.0640 -2.6839 1.1755
N -2.4900 -3.1417 2.3352
C -3.0010 -2.3256 0.0911
C -4.3485 -2.6680 0.1944
N -5.2170 -2.4173 -0.7775
C -4.7467 -1.8026 -1.8575
C -3.4241 -1.3972 -1.9391
N -2.5464 -1.6592 -0.9737
H -1.3644 -3.6896 3.9432
H 0.7373 -3.0379 2.5842
H -4.7230 -3.1507 1.0892
H -5.4416 -1.6273 -2.6698
H -3.0534 -0.8395 -2.7927
Br -2.7434 4.9984 -4.7894
C -1.9784 3.6763 -3.6619
C -2.8022 2.9180 -2.8485
C -2.2294 1.9493 -2.0303
C -0.8553 1.6926 -2.0118
C -0.0685 2.4945 -2.8457
C -0.6083 3.4862 -3.6591
H -3.8741 3.0765 -2.8600
H -2.9039 1.3929 -1.3842
H 1.0104 2.3611 -2.8677
H 0.0276 4.0980 -4.2879
*
```

## Properties
HOMO level = -8.01 eV
orbital gap = 7.23 eV
molecular weight = 786.6 g/mol
LUMO = -0.78 eV
calculated total energy = -4433.8251 hartree

C28H19F5IN5O3PbS2 as an isolated structure, computed with wB97M-V/def2-TZVPD.

ORCA input file:
```
! wB97M-V def2-TZVPD RIJCOSX def2/J DEFGRID3
* xyz -2 1
Pb -0.5727 0.1950 0.2510
N -1.2495 3.6313 3.8054
C -1.3998 2.6040 2.8666
S -0.1176 1.4463 2.8541
N -2.4725 2.6892 2.1504
N -2.6599 1.7093 1.1773
C -3.8782 1.7056 0.7671
C -4.5366 0.8619 -0.2114
C -5.8773 1.1800 -0.4775
C -6.6555 0.4720 -1.3690
C -6.0708 -0.6147 -2.0297
C -4.7671 -0.9656 -1.7937
C -3.9302 -0.2523 -0.8775
O -2.7231 -0.6204 -0.7007
H -0.6859 3.3617 4.5927
H -2.1328 4.0618 4.0425
H -4.5346 2.4495 1.2287
H -6.3045 2.0288 0.0489
H -7.6847 0.7535 -1.5539
H -6.6536 -1.1887 -2.7444
H -4.3049 -1.8007 -2.3075
C 2.8831 2.6732 -2.0826
C 3.5431 1.8974 -0.9859
N 4.8444 1.8622 -0.9194
C 5.4113 1.1151 0.0586
C 4.6955 0.3777 0.9620
C 5.4660 -0.4807 1.9262
O 5.3239 -1.8840 1.6628
C 3.2691 0.3502 0.8920
C 2.6125 -0.5479 1.8195
N 1.5311 -1.2450 1.7033
C 1.3828 -2.2617 2.6799
C 2.5142 -2.9071 3.2103
C 2.4181 -3.8834 4.1826
C 1.1763 -4.2771 4.6520
C 0.0435 -3.7168 4.0898
C 0.1329 -2.7454 3.0970
I -1.6656 -2.1882 2.2101
C 2.6482 1.2011 -0.0609
O 1.4136 1.4439 -0.1635
H 3.6410 3.1646 -2.6897
H 2.1836 3.4023 -1.6711
H 2.2855 1.9942 -2.6969
H 6.4968 1.1088 0.0862
H 5.1516 -0.3203 2.9625
H 6.5264 -0.2170 1.8646
H 4.8538 -1.9649 0.8251
H 3.2193 -0.7173 2.7121
H 3.4929 -2.6602 2.8202
H 3.3229 -4.3469 4.5567
H 1.0821 -5.0374 5.4173
H -0.9360 -4.0471 4.4090
F -2.5099 1.1571 -6.8266
C -1.7722 0.6422 -5.8243
C -1.6413 1.3131 -4.6190
F -2.2508 2.4951 -4.4576
C -0.8782 0.7716 -3.6041
F -0.7798 1.5109 -2.4868
C -0.2018 -0.4576 -3.7097
S 0.7557 -1.1445 -2.4422
C -0.3614 -1.0876 -4.9533
F 0.2398 -2.2622 -5.1928
C -1.1202 -0.5645 -5.9819
F -1.2319 -1.2236 -7.1510
*
```

## Properties
HOMO level = -1.90 eV
orbital gap = 5.81 eV
energy relative to the best compared isomer or geometry (same formula, charge and spin) = 142.4 kJ/mol
molecular weight = 966.7 g/mol
LUMO = 3.91 eV
calculated total energy = -3364.2317 hartree

C28H19N6O6Sc as an isolated structure at a distorted geometry, computed with wB97M-V/def2-TZVPD.

ORCA input file:
```
! wB97M-V def2-TZVPD RIJCOSX def2/J DEFGRID3
* xyz 0 1
Sc 18.5519 7.8015 6.7102
O 18.8190 10.8291 9.3927
C 19.1631 9.9677 8.6009
O 18.9173 8.6739 8.6256
C 20.0027 10.2881 7.2418
O 21.1310 10.8216 7.3344
O 19.3946 9.8018 6.1834
C 9.9798 7.0505 15.0864
O 9.2577 6.1641 14.1946
C 9.7503 5.9961 12.9389
C 10.0351 7.0816 12.1196
C 10.5467 6.9204 10.8429
C 10.9285 5.6487 10.4138
C 10.7352 4.5506 11.2480
C 10.0268 4.7035 12.4139
N 11.8524 5.5209 9.4378
N 12.3958 6.6546 9.0325
C 13.3781 6.5882 8.0708
C 13.8349 5.3373 7.6407
C 15.0534 5.1831 7.0021
C 15.9900 6.2731 6.9136
O 17.2723 6.1365 6.8031
C 15.4572 7.5649 7.1712
N 16.3144 8.6549 7.1193
C 15.8871 9.8516 7.5126
C 14.5811 10.1301 7.8176
C 13.6791 9.0430 7.8374
C 14.1227 7.7264 7.6549
H 9.4788 7.0635 16.0252
H 10.0303 8.0731 14.7089
H 11.0310 6.5777 15.2118
H 9.8409 8.0725 12.5028
H 10.8099 7.7188 10.1279
H 11.2359 3.6329 10.9157
H 9.8297 3.8479 13.0156
H 13.1509 4.5337 7.8848
H 15.4178 4.2360 6.7953
H 16.6827 10.6623 7.4672
H 14.2117 11.1201 8.0277
H 12.5990 9.2103 7.8897
N 28.8776 8.6519 6.3107
C 27.8354 8.1511 6.0761
C 26.5625 7.5429 5.7918
C 25.6897 8.2073 4.9193
C 24.3518 7.8371 4.9206
C 23.8768 6.7452 5.6032
C 24.7552 5.9559 6.3889
C 26.1054 6.3453 6.4335
N 22.4738 6.4864 5.6326
C 21.9407 5.2253 6.0445
C 20.7280 5.5192 6.5885
N 20.4070 6.8746 6.4234
C 21.4786 7.4139 5.8256
H 26.0289 9.0371 4.3059
H 23.6250 8.4298 4.3485
H 24.4926 5.0230 6.9586
H 26.8441 5.7378 6.8794
H 22.5217 4.3209 5.9603
H 20.0318 4.8432 7.0206
H 21.6148 8.4735 5.5699
*
```

## Properties
HOMO level (spin up / spin down) = -7.35 / -7.35 eV
orbital gap (spin up / spin down) = 6.23 / 6.23 eV
energy relative to the best compared isomer or geometry (same formula, charge and spin) = 192.7 kJ/mol
molecular weight = 580.5 g/mol
LUMO (spin up / spin down) = -1.12 / -1.12 eV
calculated total energy = -2619.1668 hartree